(1)
16
Properties=species:S:1:pos:R:3:forces:R:3 method="wB97M-V/def2-TZVPD" charge=+2 homo_energy_ev=-18.25 spin_multiplicity=1 homo_lumo_gap_ev=9.600 e_above_lowest_kcal_mol=15.54
C -0.631 -0.343 0.239 1.777 1.773 -2.726
N 1.479 0.705 -0.646 2.712 0.095 2.697
N -0.125 -1.539 0.372 2.905 2.913 -1.516
N 0.272 0.480 -0.926 -4.715 -0.318 1.030
N -0.662 -2.435 1.156 -1.483 -4.261 3.202
N -0.385 1.948 -1.123 -3.733 0.358 -0.441
S -2.093 0.281 0.893 0.960 -1.436 -0.181
H 1.826 1.059 0.235 -0.284 0.149 0.323
H 2.177 0.443 -1.259 1.428 -0.660 -1.947
H 0.844 -1.669 -0.094 -1.872 -0.194 0.828
H -0.841 -2.286 2.156 0.075 1.665 -0.311
H -0.244 -3.378 1.319 0.215 0.856 -1.889
H -2.250 -1.043 1.233 -0.890 0.520 0.163
H -0.651 2.416 -0.249 0.351 -0.182 0.345
H 0.243 2.622 -1.583 0.383 -0.748 -0.254
H -1.342 1.976 -1.662 2.170 -0.530 0.676

***

(2)
15
Properties=species:S:1:pos:R:3:forces:R:3 method="wB97M-V/def2-TZVPD" homo_energy_ev=-10.39 spin_multiplicity=1 homo_lumo_gap_ev=10.954 e_above_lowest_kcal_mol=22.59 smiles="NC=O.O.O.O"
N -2.409 1.135 -0.926 -0.789 0.035 -0.056
C -2.153 0.439 0.214 1.054 0.000 -0.703
O -1.066 -0.063 0.403 0.298 -0.053 0.644
H -3.337 1.065 -1.305 -0.282 0.344 0.150
H -1.694 1.155 -1.638 0.311 -0.316 0.076
H -2.936 0.403 0.976 -0.378 -0.021 -0.152
O 2.529 -1.940 4.603 0.466 0.686 1.217
H 2.085 -2.692 4.242 -0.263 -0.372 -0.803
H 2.835 -1.331 3.930 -0.206 -0.309 -0.426
O 0.124 0.349 -2.992 0.420 0.594 -0.583
H 0.799 0.024 -2.391 -0.198 -0.652 0.184
H 0.661 0.761 -3.693 -0.520 -0.178 0.208
O 1.856 0.025 -0.410 -0.083 -0.075 0.052
H 1.647 0.592 -1.154 0.227 0.455 0.334
H 1.059 0.078 0.141 -0.058 -0.137 -0.140

***

(3)
13
Properties=species:S:1:pos:R:3:forces:R:3 method="wB97M-V/def2-TZVPD" homo_energy_ev=-8.28 spin_multiplicity=1 homo_lumo_gap_ev=7.098 e_above_lowest_kcal_mol=50.96
C 2.523 -0.010 0.583 -0.828 2.331 2.575
N -0.256 -1.107 0.878 -0.931 1.792 -1.968
Si 0.750 -0.049 -0.050 -0.238 -0.468 -0.584
Si -3.402 0.576 -1.299 2.613 -1.273 1.847
H 2.817 -0.960 0.879 0.177 -2.262 0.513
H 3.230 0.226 -0.146 0.882 0.703 -1.578
H 2.822 0.610 1.499 -0.801 -0.494 -1.197
H -1.275 -1.060 0.740 1.057 -0.295 0.573
H 0.142 -1.595 1.609 0.199 -1.287 1.699
H 1.070 -0.774 -1.353 -0.475 0.720 0.091
H -0.082 1.244 -0.191 0.960 -0.689 -0.154
H -4.750 0.415 -0.835 -1.693 0.370 -0.420
H -3.292 1.251 -2.551 -0.921 0.852 -1.397

***

(4)
13
Properties=species:S:1:pos:R:3:forces:R:3 method="wB97M-V/def2-TZVPD" charge=+1 s2=0.750 homo_energy_ev="-11.29 / -11.30" spin_multiplicity=2 homo_lumo_gap_ev="4.908 / 4.909" e_above_lowest_kcal_mol=1.60
Mg -4.202 -1.485 0.329 1.592 -0.312 -0.735
N -1.061 -0.994 -0.755 -0.427 -0.200 0.924
S -1.924 -2.299 -1.549 0.127 0.050 0.354
O -3.483 -1.912 -1.359 -0.592 0.280 0.682
S -1.114 -1.080 0.769 0.938 1.297 -0.266
O -2.545 -1.051 1.429 -1.207 -1.668 -1.314
O -0.456 0.059 1.490 1.095 -2.219 -2.152
C -0.385 -2.681 1.540 0.058 0.460 -0.427
F -1.341 -3.557 1.740 -0.468 -0.335 0.105
F 0.510 -3.160 0.713 0.088 0.033 -0.140
F 0.176 -2.357 2.683 0.041 0.097 0.321
Ag -2.044 0.671 2.626 -1.265 2.475 2.674
H 0.698 2.251 -0.265 0.018 0.042 -0.025

***

(5)
6
Properties=species:S:1:pos:R:3:forces:R:3 method="wB97M-V/def2-TZVPD" charge=+2 s2=2.015 homo_energy_ev="-22.24 / -24.26" spin_multiplicity=3 homo_lumo_gap_ev="6.591 / 6.665" e_above_lowest_kcal_mol=46.84
C 0.551 -0.268 -0.683 0.552 0.720 3.214
O 1.227 0.148 0.356 -0.290 1.464 0.063
O -0.293 0.565 -0.099 3.681 -0.266 -3.479
Au -1.763 0.647 1.140 -3.324 0.378 3.081
O 0.822 -1.322 -1.145 -0.184 -2.337 -2.996
H -2.899 0.956 2.159 -0.435 0.040 0.117

***

(6)
5
Properties=species:S:1:pos:R:3:forces:R:3 method="wB97M-V/def2-TZVPD" homo_energy_ev="-10.55 / -8.74" spin_multiplicity=1 homo_lumo_gap_ev="9.651 / 5.346" e_above_lowest_kcal_mol=23.98
C 1.044 0.270 0.095 1.790 1.822 -0.136
F 1.282 1.457 0.689 -0.134 -1.146 -0.316
Br 1.624 0.183 -1.629 -0.239 -0.045 -0.125
Br 2.053 -2.872 0.321 -0.116 0.493 0.132
H 0.341 -0.316 0.582 -1.301 -1.123 0.445

***

(7)
6
Properties=species:S:1:pos:R:3:forces:R:3 method="wB97M-V/def2-TZVPD" homo_energy_ev="-9.35 / -9.35" spin_multiplicity=1 homo_lumo_gap_ev="8.212 / 8.212" e_above_lowest_kcal_mol=104.66
C 0.818 0.478 1.335 0.681 -1.034 0.523
O -1.574 -0.317 -1.400 -0.330 0.248 0.327
F 1.689 -0.549 1.338 -0.758 1.099 -0.245
Br -1.163 -0.266 0.395 -0.017 -0.043 -0.631
Br 1.444 1.790 0.084 0.260 0.050 -0.043
H -1.215 -1.136 -1.753 0.163 -0.321 0.070

***

(8)
5
Properties=species:S:1:pos:R:3:forces:R:3 method="wB97M-V/def2-TZVPD" charge=+1 s2=0.758 homo_energy_ev="-15.83 / -15.76" spin_multiplicity=2 homo_lumo_gap_ev="9.749 / 5.214" e_above_lowest_kcal_mol=6.44
C 0.059 0.018 0.097 1.025 -0.735 0.611
Br 1.727 -1.115 -0.144 -2.035 1.528 -0.062
Br -1.609 -0.892 -0.355 0.688 0.818 -0.605
Br -0.083 1.815 -0.764 -0.195 -1.858 0.301
H -0.093 0.173 1.166 0.518 0.246 -0.245